Density functional theory data (ωB97M-V with the def2-TZVPD basis set) for a structure of composition C21H44AlN2O11S5 at a distorted geometry.

calculated total energy	-3997.1242	Ha
net charge	-1
highest occupied orbital energy	-4.197	eV

Geometry as XYZ:
```
84
Properties=species:S:1:pos:R:3:lowdin_charge:R:1
N -1.87082 4.02240 -2.85739 0.0902
C -1.23839 3.56400 -3.72353 -0.5943
O -0.35032 3.29922 -4.55560 -0.1043
Al 1.14280 2.58601 -3.59764 0.2129
N 2.15925 4.01493 -2.90669 -0.1062
H 0.46634 1.85932 -2.31229 -0.0618
H 1.97670 1.58050 -4.45606 -0.0906
H 1.97197 4.89845 -3.36831 -0.0332
H 1.82309 4.15929 -1.95407 -0.0831
C -6.57760 3.18177 -0.02704 -0.2306
C -5.37012 3.38139 -0.95304 -0.2121
C -4.13568 3.56428 -0.06590 -0.2183
S -4.47456 2.67603 1.45724 0.6654
O -4.56128 3.62257 2.54500 -0.3319
O -3.63346 1.50755 1.54541 -0.3319
C -6.13565 2.16539 1.02001 -0.2408
H -7.45543 2.83620 -0.57300 0.1090
H -6.83188 4.12775 0.45733 0.1149
H -5.24210 2.49869 -1.58198 0.1185
H -5.50404 4.23528 -1.61384 0.1148
H -3.24037 3.15533 -0.53115 0.0881
H -3.97437 4.60949 0.18788 0.1069
H -6.76206 2.15709 1.90942 0.1012
H -6.07153 1.16349 0.59646 0.1038
C 1.63182 4.18040 2.95200 -0.2190
C 1.25330 5.66946 2.98973 -0.2175
C 2.04378 6.38183 1.88166 -0.2259
S 2.34488 5.13520 0.61759 0.6727
O 3.76625 4.90082 0.54153 -0.3214
O 1.55211 5.41879 -0.55032 -0.3308
C 1.57711 3.78154 1.48310 -0.2558
H 0.95919 3.57578 3.55452 0.1050
H 2.64590 4.04463 3.33777 0.1197
H 0.18330 5.77225 2.79704 0.1150
H 1.45493 6.11461 3.96475 0.1053
H 1.48240 7.20496 1.44616 0.0956
H 3.00976 6.73917 2.23454 0.0955
H 2.10976 2.86856 1.26021 0.0944
H 0.55257 3.71436 1.12504 0.1102
C 0.20196 -2.17768 1.22543 -0.2274
C -1.18293 -1.62468 1.57880 -0.1995
C -0.99598 -0.60628 2.71047 -0.2081
S 0.66346 0.05273 2.51874 0.6890
O 1.45636 -0.34140 3.66213 -0.3348
O 0.58789 1.42639 2.09131 -0.3224
C 1.12184 -0.96523 1.12300 -0.2124
H 0.18502 -2.74539 0.29746 0.1161
H 0.54688 -2.84127 2.02113 0.0857
H -1.60907 -1.12929 0.70472 0.1230
H -1.86972 -2.41668 1.87385 0.1074
H -1.71264 0.21010 2.64740 0.0803
H -1.05466 -1.07715 3.69052 0.1019
H 2.17880 -1.21395 1.18438 0.1074
H 0.92403 -0.39343 0.21524 0.1137
C 2.33894 -3.31989 -6.02005 -0.2321
C 3.76404 -2.85930 -5.68559 -0.2235
C 3.67170 -1.41826 -5.16623 -0.2159
S 2.04114 -1.25160 -4.42730 0.6073
O 1.28295 -0.32444 -5.21213 -0.3750
O 2.17438 -1.13847 -2.99952 -0.3372
C 1.47783 -2.90739 -4.83075 -0.2370
H 2.29075 -4.39501 -6.19469 0.1075
H 1.99138 -2.81492 -6.92403 0.1162
H 4.18128 -3.50553 -4.90955 0.1111
H 4.42244 -2.92225 -6.55193 0.1075
H 4.42447 -1.20720 -4.41169 0.1023
H 3.74351 -0.69336 -5.97367 0.1059
H 0.41399 -2.88508 -5.05263 0.1039
H 1.66878 -3.54334 -3.96581 0.1006
C 1.59079 -6.68486 3.85369 -0.2207
C 1.06742 -7.80217 2.94107 -0.2170
C -0.41636 -7.51899 2.67299 -0.2213
S -0.61655 -5.73744 2.80157 0.6567
O -1.46060 -5.44962 3.93273 -0.3158
O -0.88577 -5.19326 1.49610 -0.3188
C 1.07855 -5.38055 3.25128 -0.2375
H 2.67758 -6.69240 3.92055 0.1146
H 1.18966 -6.81277 4.86149 0.1189
H 1.62040 -7.79109 1.99971 0.1159
H 1.20361 -8.78597 3.38830 0.1109
H -0.72029 -7.83856 1.67967 0.1006
H -1.05585 -7.98029 3.42296 0.1024
H 1.10413 -4.54265 3.94453 0.1109
H 1.61688 -5.12890 2.33778 0.1087
```

Density functional theory data (ωB97M-V with the def2-TZVPD basis set) for a cluster of 8 separate species, C21H44BCl14FO2P in total.

calculated total energy	-7885.9238	Ha
net charge	-1
highest occupied orbital energy	-4.784	eV

Geometry as XYZ:
```
84
Properties=species:S:1:pos:R:3:lowdin_charge:R:1
C -0.84021 -1.86131 -1.12712 -0.1707
C -1.91656 -1.88088 -0.03607 -0.4226
P -2.66488 -0.32507 0.66205 1.0307
C -3.17756 0.54394 -0.88253 -0.2916
C -1.26758 0.73927 1.36250 -0.6057
C 0.14706 0.74400 0.77824 -0.1359
C 0.49349 1.25021 -0.59188 -0.1901
F 0.54346 2.66147 -0.65770 -0.0739
C -1.13497 0.26457 2.83826 -0.3135
O -1.79948 1.19614 3.61900 -0.1349
B -1.63017 2.50282 2.86202 -0.5721
O -1.80314 2.02848 1.43609 -0.1210
H -0.89306 -2.74829 -1.76025 0.0415
H -0.95141 -0.99466 -1.77113 0.0228
H 0.16403 -1.85010 -0.70476 0.0601
H -2.80340 -2.38579 -0.43127 0.0524
H -1.59442 -2.48657 0.81410 0.0592
H -4.05478 1.14162 -0.64234 0.0308
H -3.45137 -0.15572 -1.67338 0.0367
H -2.42236 1.21858 -1.25278 -0.0169
H 0.73794 1.36536 1.46258 0.1133
H 0.54695 -0.27031 0.86100 0.1051
H 1.49007 0.90483 -0.86625 0.0859
H -0.18941 0.93549 -1.37196 0.0840
H -1.54530 -0.74416 2.98816 0.0951
H -0.06271 0.20211 3.10638 0.0792
H -0.45752 2.93610 3.00378 0.0394
H -2.47148 3.32940 3.17370 0.0522
Cl 0.58302 -1.01218 8.39273 0.5047
C 0.12669 0.00589 6.98807 -0.6734
C -0.60811 -0.75057 5.91754 -0.6168
Cl 0.47088 -1.91243 5.08796 0.5555
H 1.03617 0.42154 6.56813 0.0018
H -0.50128 0.80879 7.36647 0.0788
H -0.94749 -0.04002 5.15633 0.0433
H -1.46163 -1.30291 6.30106 0.0758
Cl -0.92352 -1.73922 -4.72809 0.5647
C 0.53115 -2.50466 -5.40738 -0.6652
C 0.28138 -3.93766 -5.79813 -0.6518
Cl -0.01368 -4.96622 -4.36677 0.5545
H 1.31687 -2.42939 -4.65952 0.0647
H 0.82063 -1.93244 -6.28730 0.0732
H 1.15514 -4.34195 -6.30565 0.0733
H -0.58879 -4.03149 -6.44213 0.0342
Cl 3.28456 3.78432 7.61305 0.5314
C 3.92713 3.36589 6.00071 -0.6652
C 2.92175 3.59840 4.90156 -0.6463
Cl 1.54545 2.48161 4.98556 0.6463
H 4.23056 2.32270 6.03805 0.0597
H 4.80251 3.99229 5.83626 0.0690
H 3.40238 3.44012 3.93658 0.0722
H 2.52365 4.60927 4.93557 0.0716
Cl 4.00539 0.20618 1.25734 0.5348
C 3.34990 -0.04227 2.90586 -0.6595
C 3.60204 -1.44871 3.38566 -0.6703
Cl 2.60258 -2.64492 2.52290 0.5236
H 2.28814 0.19503 2.88686 0.0302
H 3.86841 0.66245 3.55354 0.0553
H 3.32673 -1.52164 4.43709 0.0476
H 4.64541 -1.72519 3.25829 0.0628
Cl 2.91987 4.09740 -5.20025 0.5263
C 2.62656 3.55004 -3.52451 -0.6535
C 2.90123 2.07899 -3.35969 -0.6515
Cl 1.69736 1.07261 -4.21014 0.5490
H 1.59838 3.78749 -3.26658 0.0523
H 3.29946 4.11614 -2.88355 0.0762
H 2.83566 1.82469 -2.30185 0.0523
H 3.88429 1.81224 -3.73784 0.0657
Cl -1.32046 5.99412 -3.73168 0.5103
C -1.90699 5.09608 -2.29677 -0.6425
C -1.92465 3.60985 -2.50819 -0.6659
Cl -3.15818 3.09466 -3.69913 0.5354
H -2.89853 5.47344 -2.06359 0.0679
H -1.22944 5.32332 -1.47636 0.0772
H -2.16947 3.13777 -1.56155 0.0521
H -0.96400 3.23968 -2.85597 0.0500
Cl -2.62458 -6.14233 -6.91395 0.5422
C -3.19419 -6.50551 -5.26187 -0.6641
C -3.91121 -7.82675 -5.18661 -0.6638
Cl -5.46822 -7.81328 -6.06080 0.5259
H -3.83428 -5.68382 -4.95261 0.0742
H -2.31241 -6.52959 -4.62592 0.0261
H -4.13231 -8.05419 -4.14563 0.0729
H -3.30911 -8.62516 -5.61163 0.0655
```

What is the highest occupied orbital energy in the second record?
-4.784 eV

Which of these has the highest calculated total energy?
C21H44AlN2O11S5

Which of these has the lowest calculated total energy?
C21H44BCl14FO2P